(1)
{"formula": "C27H27KN5O5STe", "method": "wB97M-V/def2-TZVPD", "species": ["K", "O", "C", "O", "C", "O", "C", "C", "O", "O", "H", "H", "H", "H", "H", "N", "C", "C", "C", "C", "C", "N", "C", "C", "C", "C", "C", "N", "H", "H", "H", "H", "H", "H", "H", "H", "H", "Te", "C", "C", "C", "C", "C", "C", "H", "H", "H", "H", "H", "N", "C", "S", "N", "C", "C", "C", "C", "C", "C", "H", "H", "H", "H", "H", "H", "H", "H"], "positions_angstrom": [[0.584, -0.268, -0.672], [-0.211, 2.931, 2.424], [0.587, 2.077, 1.761], [0.143, 1.200, 1.072], [2.061, 2.344, 2.001], [2.775, 1.135, 2.124], [3.736, 0.868, 1.098], [3.067, 0.689, -0.275], [2.694, 1.734, -0.848], [2.885, -0.490, -0.674], [-1.118, 2.611, 2.268], [2.171, 2.927, 2.917], [2.414, 2.925, 1.144], [4.234, -0.052, 1.401], [4.472, 1.679, 1.051], [-3.049, 0.367, -2.279], [-2.955, -0.820, -1.523], [-4.148, -1.514, -1.329], [-4.076, -2.791, -0.775], [-2.879, -3.233, -0.278], [-1.792, -2.339, -0.299], [-1.770, -1.258, -1.119], [-2.239, 1.483, -2.374], [-2.822, 2.650, -2.906], [-2.051, 3.778, -3.041], [-0.715, 3.745, -2.646], [-0.229, 2.557, -2.139], [-0.964, 1.443, -2.009], [-3.991, 0.541, -2.583], [-5.087, -1.106, -1.682], [-4.965, -3.409, -0.732], [-2.766, -4.200, 0.193], [-0.816, -2.745, -0.055], [-3.867, 2.651, -3.192], [-2.486, 4.685, -3.444], [-0.074, 4.610, -2.732], [0.805, 2.475, -1.814], [-1.998, -0.742, 2.163], [-2.547, -1.676, 3.985], [-2.804, -3.048, 4.057], [-3.160, -3.658, 5.253], [-3.272, -2.910, 6.418], [-3.021, -1.545, 6.365], [-2.664, -0.939, 5.168], [-2.724, -3.648, 3.158], [-3.350, -4.725, 5.274], [-3.549, -3.384, 7.352], [-3.100, -0.946, 7.266], [-2.467, 0.126, 5.147], [2.261, -2.903, 1.012], [2.573, -3.460, -0.180], [1.494, -4.388, -1.057], [3.831, -3.239, -0.645], [4.882, -2.536, -0.030], [5.689, -1.727, -0.827], [6.760, -1.047, -0.276], [7.041, -1.158, 1.081], [6.242, -1.969, 1.872], [5.171, -2.662, 1.326], [1.282, -2.955, 1.253], [2.701, -2.012, 1.212], [3.912, -3.403, -1.635], [5.442, -1.608, -1.875], [7.367, -0.409, -0.905], [7.873, -0.618, 1.513], [6.452, -2.070, 2.929], [4.563, -3.303, 1.948]], "charge": -1, "de_lowest_kj_mol": 157.77}

(2)
{"formula": "C12H24CoO13P", "method": "wB97M-V/def2-TZVPD", "species": ["Co", "P", "O", "O", "O", "O", "C", "C", "O", "C", "O", "O", "C", "H", "H", "H", "H", "H", "H", "H", "H", "C", "C", "O", "C", "O", "O", "C", "H", "H", "H", "H", "H", "H", "H", "H", "C", "C", "O", "C", "O", "O", "C", "H", "H", "H", "H", "H", "H", "H", "H"], "positions_angstrom": [[1.366, 0.132, 0.138], [3.582, -0.019, 0.060], [2.671, -1.267, -0.059], [2.804, 0.754, -0.993], [5.071, -0.166, 0.081], [2.923, 0.746, 1.236], [1.332, -3.146, -2.858], [1.528, -1.693, -3.318], [0.375, -1.043, -3.633], [-0.328, -0.424, -2.655], [-0.097, -0.524, -1.466], [-1.418, 0.285, -3.127], [-2.195, 1.197, -2.337], [0.706, -3.264, -1.973], [2.288, -3.604, -2.604], [0.913, -3.686, -3.707], [2.214, -1.613, -4.161], [2.025, -1.064, -2.580], [-1.673, 1.966, -1.767], [-2.721, 0.648, -1.556], [-2.969, 1.599, -2.992], [-2.166, -3.108, 0.381], [-2.190, -2.077, 1.518], [-1.137, -2.449, 2.417], [0.044, -1.723, 2.379], [0.288, -0.811, 1.594], [0.873, -2.358, 3.286], [2.217, -1.907, 3.379], [-2.881, -2.892, -0.413], [-2.308, -4.108, 0.792], [-1.253, -3.215, -0.205], [-3.092, -2.043, 2.129], [-1.994, -1.075, 1.136], [2.112, -0.842, 3.586], [2.756, -2.040, 2.442], [2.847, -2.387, 4.128], [-3.309, 3.212, 1.108], [-2.150, 2.687, 1.891], [-1.020, 3.400, 1.522], [-0.096, 2.903, 0.713], [0.046, 1.683, 0.427], [0.667, 3.948, 0.391], [1.874, 3.758, -0.255], [-3.436, 4.262, 1.372], [-4.247, 2.663, 1.192], [-3.137, 3.100, 0.038], [-2.092, 1.605, 1.769], [-2.275, 2.893, 2.953], [2.476, 3.113, 0.385], [2.511, 4.601, -0.526], [1.676, 3.396, -1.264]], "charge": -1, "de_lowest_kj_mol": 118.18, "spin_multiplicity": 4}

(3)
{"formula": "C15H45O10Ti", "method": "wB97M-V/def2-TZVPD", "species": ["Ti", "C", "C", "O", "O", "H", "H", "H", "C", "O", "H", "H", "H", "H", "C", "O", "H", "H", "H", "H", "C", "O", "H", "H", "H", "H", "C", "C", "O", "H", "H", "H", "H", "H", "H", "C", "C", "O", "H", "H", "H", "H", "H", "H", "C", "C", "O", "H", "H", "H", "H", "H", "H", "C", "C", "O", "H", "H", "H", "H", "H", "H", "C", "C", "O", "H", "H", "H", "H", "H", "H"], "positions_angstrom": [[11.490, 6.734, -15.558], [7.917, 5.380, -13.371], [9.068, 5.893, -14.208], [9.608, 7.007, -13.932], [9.460, 5.242, -15.172], [8.199, 4.976, -12.399], [7.454, 4.600, -13.975], [7.151, 6.145, -13.242], [11.272, 2.400, -16.118], [10.158, 2.927, -16.764], [10.985, 2.185, -15.089], [11.535, 1.415, -16.505], [12.060, 3.150, -16.175], [9.992, 3.785, -16.366], [7.549, 9.573, -14.027], [8.525, 9.239, -13.024], [7.228, 8.609, -14.421], [6.690, 10.012, -13.521], [7.792, 10.235, -14.858], [8.983, 8.464, -13.357], [10.300, 7.468, -10.619], [10.954, 6.595, -11.450], [10.630, 7.349, -9.586], [10.480, 8.496, -10.934], [9.215, 7.390, -10.685], [10.785, 6.928, -12.334], [8.648, 3.492, -9.680], [7.351, 3.975, -9.074], [7.589, 5.036, -8.191], [9.339, 3.109, -8.928], [9.127, 4.250, -10.299], [8.477, 2.599, -10.281], [6.826, 3.129, -8.631], [6.796, 4.373, -9.923], [6.821, 5.612, -8.176], [12.327, 9.431, -13.983], [11.562, 9.916, -15.179], [11.664, 8.955, -16.215], [13.393, 9.610, -14.123], [12.273, 8.350, -13.854], [12.065, 9.938, -13.054], [12.035, 10.827, -15.547], [10.522, 10.103, -14.912], [11.659, 9.457, -17.033], [7.883, 1.197, -13.436], [6.366, 1.040, -13.383], [5.996, 0.549, -14.672], [8.362, 0.257, -13.708], [8.222, 1.456, -12.433], [8.118, 2.027, -14.102], [5.870, 1.998, -13.228], [5.973, 0.350, -12.637], [6.356, -0.327, -14.830], [4.386, 6.260, -13.692], [2.990, 6.155, -14.268], [2.903, 6.964, -15.444], [5.181, 6.091, -14.418], [4.524, 5.518, -12.906], [4.607, 7.209, -13.202], [2.236, 6.505, -13.563], [2.789, 5.109, -14.496], [3.368, 6.498, -16.144], [6.548, 8.210, -17.282], [7.682, 7.243, -17.484], [7.294, 5.953, -16.980], [6.077, 8.076, -16.309], [5.800, 8.188, -18.075], [7.028, 9.188, -17.243], [8.618, 7.509, -16.993], [7.775, 7.132, -18.564], [8.017, 5.577, -16.473]], "de_lowest_kj_mol": 0.00, "spin_multiplicity": 4}

(4)
{"formula": "C23H27N3O3S2", "method": "wB97M-V/def2-TZVPD", "species": ["C", "C", "N", "C", "O", "C", "S", "C", "N", "C", "C", "C", "C", "C", "C", "N", "C", "C", "C", "C", "C", "C", "C", "C", "C", "C", "C", "S", "O", "O", "C", "H", "H", "H", "H", "H", "H", "H", "H", "H", "H", "H", "H", "H", "H", "H", "H", "H", "H", "H", "H", "H", "H", "H", "H", "H", "H", "H"], "positions_angstrom": [[-2.765, -3.425, 0.600], [-2.540, -1.917, 0.741], [-2.419, -1.248, -0.542], [-1.259, -1.177, -1.243], [-1.210, -0.665, -2.346], [-0.004, -1.727, -0.598], [0.560, -0.592, 0.721], [2.276, -0.715, 0.458], [2.826, -1.532, -0.394], [4.177, -1.318, -0.270], [5.242, -1.905, -0.941], [6.514, -1.485, -0.607], [6.733, -0.511, 0.368], [5.687, 0.083, 1.047], [4.408, -0.331, 0.716], [3.162, 0.028, 1.184], [2.860, 1.118, 2.066], [2.943, 2.466, 1.324], [1.974, 2.474, 0.175], [2.348, 1.962, -1.061], [1.431, 1.876, -2.093], [0.132, 2.317, -1.906], [-0.244, 2.845, -0.683], [0.670, 2.914, 0.354], [-3.564, -0.619, -1.202], [-3.447, 0.918, -1.110], [-3.739, 1.320, 0.316], [-5.180, 0.268, 0.708], [-6.399, 0.982, 0.458], [-5.036, -0.347, 2.003], [-4.916, -0.971, -0.624], [-1.947, -3.900, 0.063], [-3.683, -3.641, 0.061], [-2.835, -3.870, 1.589], [-1.633, -1.736, 1.320], [-3.365, -1.477, 1.302], [0.800, -1.740, -1.334], [-0.129, -2.718, -0.167], [5.069, -2.658, -1.692], [7.365, -1.920, -1.110], [7.746, -0.215, 0.596], [5.864, 0.835, 1.802], [3.569, 1.102, 2.899], [1.849, 0.969, 2.455], [2.710, 3.265, 2.030], [3.962, 2.606, 0.958], [3.364, 1.624, -1.218], [1.727, 1.458, -3.043], [-0.578, 2.245, -2.715], [-1.251, 3.205, -0.530], [0.368, 3.314, 1.312], [-3.501, -0.905, -2.260], [-4.187, 1.365, -1.776], [-2.453, 1.223, -1.434], [-2.935, 1.067, 1.001], [-4.034, 2.356, 0.429], [-5.704, -0.803, -1.352], [-5.001, -1.966, -0.206]], "de_lowest_kj_mol": 0.00, "smiles": "CCN(C(=O)CSc1nc2ccccc2n1CCc1ccccc1)[C@@H]1CCS(=O)(=O)C1"}